DFT (the ωB97M-V functional and the def2-TZVPD basis) results for a cluster of 10 separate species, C18H56O10 in total.

XYZ file:
```
84
Properties=species:S:1:pos:R:3:lowdin_charge:R:1
C 3.468 -5.379 -6.115 -0.08
C 2.749 -4.133 -5.937 -0.56
C 3.227 -3.325 -4.787 -0.06
O 2.863 -3.334 -7.102 -0.04
H 4.516 -5.319 -5.819 0.09
H 3.371 -5.799 -7.116 0.09
H 3.132 -6.126 -5.396 0.09
H 1.710 -4.444 -5.829 0.14
H 2.617 -2.422 -4.775 0.08
H 4.224 -2.899 -4.898 0.09
H 3.173 -3.928 -3.880 0.09
H 2.819 -3.990 -7.802 0.07
C -4.457 3.052 -3.917 -0.05
C -3.789 1.756 -4.506 -0.46
C -2.480 2.017 -5.355 -0.05
O -3.352 0.960 -3.436 -0.08
H -5.436 2.733 -3.558 0.07
H -4.625 3.724 -4.758 0.07
H -3.962 3.507 -3.059 0.08
H -4.477 1.111 -5.052 0.13
H -1.668 2.333 -4.699 0.07
H -2.725 2.740 -6.133 0.07
H -2.128 1.154 -5.920 0.07
H -2.669 1.459 -2.981 0.08
C -6.216 -0.013 1.847 -0.05
C -5.920 -1.086 2.912 -0.48
C -4.829 -1.993 2.360 -0.08
O -5.273 -0.481 4.018 -0.07
H -5.330 0.611 1.736 0.08
H -7.108 0.564 2.091 0.07
H -6.292 -0.322 0.804 0.08
H -6.797 -1.658 3.214 0.13
H -3.866 -1.527 2.151 0.09
H -5.203 -2.499 1.470 0.08
H -4.714 -2.850 3.024 0.07
H -5.018 -1.135 4.673 0.09
C 1.855 -7.874 1.325 -0.05
C 2.072 -6.861 2.477 -0.51
C 3.564 -6.434 2.610 -0.06
O 1.384 -5.710 2.207 -0.05
H 2.163 -8.914 1.432 0.08
H 2.505 -7.534 0.518 0.07
H 0.861 -7.762 0.893 0.08
H 1.595 -7.295 3.356 0.13
H 3.883 -5.682 3.331 0.07
H 3.920 -6.028 1.663 0.08
H 4.191 -7.277 2.902 0.07
H 1.741 -5.072 2.828 0.09
C -2.376 4.948 4.853 -0.09
C -1.331 4.076 5.504 -0.47
C -1.805 3.994 6.972 -0.07
O -1.398 2.745 4.978 -0.07
H -2.019 5.171 3.848 0.07
H -2.502 5.945 5.274 0.09
H -3.326 4.437 4.695 0.09
H -0.311 4.439 5.382 0.14
H -1.522 3.067 7.469 0.07
H -2.894 3.961 6.923 0.08
H -1.342 4.781 7.568 0.08
H -2.279 2.368 5.032 0.08
C 2.271 7.153 -0.874 -0.11
C 3.343 6.845 -1.814 -0.46
C 4.765 6.984 -1.137 -0.03
O 3.083 5.453 -2.081 -0.08
H 2.472 6.633 0.062 0.09
H 1.225 7.033 -1.156 0.09
H 2.495 8.182 -0.593 0.08
H 3.261 7.518 -2.667 0.13
H 4.701 7.419 -0.139 0.07
H 5.471 7.556 -1.739 0.07
H 5.188 5.986 -1.020 0.07
H 2.399 5.040 -1.549 0.08
O -1.511 -4.389 -1.713 -0.05
H -1.266 -4.643 -0.823 0.03
H -1.747 -3.464 -1.643 0.03
O 5.693 0.154 1.245 -0.06
H 6.508 -0.346 1.194 0.03
H 5.479 0.355 0.334 0.03
O 0.732 0.761 0.419 -0.05
H 1.320 0.017 0.549 0.03
H 0.498 1.040 1.304 0.02
O 2.486 -0.999 4.159 -0.05
H 3.186 -0.453 3.801 0.03
H 1.783 -0.384 4.367 0.03
```

Its molar mass is 432.64 g mol⁻¹. For the LUMO energy, the calculation gives 0.1078 eV. The total energy comes out at -1471.6537 hartree. The HOMO-LUMO gap is 9.9 eV. Its structure (SMILES) is CC(C)O.CC(C)O.CC(C)O.CC(C)O.CC(C)O.CC(C)O.O.O.O.O. The calculation puts the energy above the lowest of the compared OMol25 structures with the same formula, charge and spin at 98.8 kcal/mol. The max |F| is 3.29 eV/A.


DFT (the ωB97M-V functional and the def2-TZVPD basis) results for a cluster of 9 separate species, C18H57N3O9 in total.

XYZ file:
```
87
Properties=species:S:1:pos:R:3:lowdin_charge:R:1
C -5.664 0.266 0.606 -0.09
O -5.028 0.824 1.746 -0.18
C -3.627 0.836 1.648 -0.20
C -3.007 -0.556 1.793 -0.40
C -3.290 -1.216 3.121 -0.04
N -1.530 -0.531 1.620 0.06
H -5.271 -0.722 0.352 0.08
H -5.511 0.890 -0.279 0.07
H -6.705 0.195 0.910 0.09
H -3.304 1.238 0.676 0.11
H -3.212 1.532 2.380 0.13
H -3.290 -1.163 0.927 0.11
H -2.822 -0.708 3.962 0.08
H -2.994 -2.264 3.037 0.08
H -4.364 -1.230 3.328 0.08
H -1.268 -0.086 0.754 0.04
H -1.205 -1.500 1.543 0.04
C 4.096 4.880 2.074 -0.10
O 3.361 4.400 0.967 -0.21
C 2.612 5.413 0.331 -0.21
C 1.602 4.837 -0.643 -0.43
C 2.219 3.817 -1.592 -0.06
N 0.874 5.873 -1.391 0.03
H 4.722 5.755 1.878 0.09
H 4.762 4.068 2.359 0.08
H 3.391 5.094 2.881 0.09
H 2.080 5.945 1.130 0.13
H 3.270 6.128 -0.181 0.13
H 0.824 4.333 -0.064 0.14
H 2.919 4.263 -2.306 0.08
H 1.475 3.408 -2.283 0.07
H 2.664 2.960 -1.087 0.05
H 0.311 5.431 -2.111 0.07
H 1.523 6.431 -1.944 0.07
C 0.654 -3.135 2.280 -0.07
O -0.484 -3.204 1.438 -0.23
C -0.400 -4.203 0.455 -0.21
C -1.797 -4.519 -0.082 -0.43
C -1.847 -5.766 -0.977 -0.06
N -2.403 -3.344 -0.710 0.06
H 0.723 -4.010 2.927 0.09
H 0.592 -2.250 2.914 0.08
H 1.542 -2.971 1.663 0.09
H 0.283 -3.913 -0.353 0.12
H 0.020 -5.129 0.872 0.13
H -2.427 -4.780 0.775 0.13
H -2.815 -5.867 -1.467 0.08
H -1.601 -6.659 -0.409 0.08
H -1.143 -5.638 -1.807 0.07
H -1.979 -2.530 -0.273 0.03
H -2.111 -3.278 -1.678 0.05
C 0.797 -2.717 -4.059 -0.10
O -0.410 -2.270 -3.428 -0.15
H 0.855 -2.244 -5.038 0.09
H 1.663 -2.393 -3.485 0.06
H 0.793 -3.805 -4.091 0.08
H -1.118 -2.097 -4.051 0.09
C 0.019 1.971 3.327 -0.19
O 0.593 0.699 3.219 -0.16
H -0.755 1.977 4.104 0.07
H 0.740 2.774 3.466 0.07
H -0.542 2.262 2.426 0.06
H -0.039 0.103 2.771 0.02
C 3.271 -2.260 -1.049 -0.19
O 4.561 -2.505 -0.534 -0.12
H 2.860 -3.240 -1.304 0.07
H 2.655 -1.721 -0.325 0.07
H 3.288 -1.761 -2.029 0.07
H 4.937 -1.632 -0.308 0.03
C 4.246 0.907 0.087 -0.14
O 5.359 0.035 0.140 -0.11
H 4.575 1.946 0.194 0.07
H 3.813 0.948 -0.914 0.07
H 3.463 0.710 0.821 0.09
H 5.996 0.294 0.807 0.10
C 0.480 0.336 -0.821 -0.13
O -0.252 -0.881 -1.000 -0.17
H 1.388 0.237 -1.419 0.07
H -0.122 1.186 -1.154 0.08
H 0.717 0.415 0.240 0.07
H -0.147 -1.255 -1.892 0.03
C -3.289 0.923 -2.426 -0.16
O -2.872 1.853 -3.406 -0.11
H -4.049 0.196 -2.719 0.08
H -2.433 0.404 -1.980 0.06
H -3.710 1.525 -1.619 0.06
H -2.752 1.436 -4.262 0.07
```

Its molar mass is 459.67 g mol⁻¹. For the LUMO energy, the calculation gives 0.0315 eV. The total energy comes out at -1561.2585 hartree. The HOMO-LUMO gap is 8.9 eV. Its structure (SMILES) is COC[C@H](C)N.COC[C@H](C)N.COC[C@H](C)N.CO.CO.CO.CO.CO.CO. The calculation puts the energy above the lowest of the compared OMol25 structures with the same formula, charge and spin at 36.1 kcal/mol. The max |F| is 1.52 eV/A.


DFT (the ωB97M-V functional and the def2-TZVPD basis) results for a cluster of 11 separate species, C18H58O11 in total.

XYZ file:
```
87
Properties=species:S:1:pos:R:3:lowdin_charge:R:1
C -0.841 16.102 20.846 -0.04
C -0.514 16.970 19.607 -0.49
C -1.338 18.251 19.422 -0.04
O 0.819 17.344 19.800 -0.08
H -1.758 15.516 20.784 0.06
H -1.036 16.764 21.689 0.08
H -0.039 15.442 21.173 0.08
H -0.446 16.314 18.739 0.12
H -1.106 18.912 18.587 0.07
H -1.133 18.791 20.347 0.08
H -2.364 17.933 19.238 0.08
H 1.118 18.009 19.176 0.09
C 4.947 14.114 16.173 -0.04
C 4.088 14.305 17.450 -0.44
C 3.081 13.186 17.643 -0.07
O 4.893 14.474 18.656 -0.06
H 4.511 14.830 15.476 0.07
H 4.812 13.141 15.701 0.07
H 5.917 14.608 16.228 0.08
H 3.506 15.227 17.436 0.13
H 3.398 12.148 17.740 0.08
H 2.332 13.266 16.855 0.07
H 2.455 13.461 18.492 0.06
H 4.361 15.000 19.257 0.07
C 2.705 8.396 19.257 -0.03
C 2.405 9.732 20.038 -0.45
C 1.238 9.580 21.053 -0.04
O 3.499 10.222 20.782 -0.05
H 3.006 8.578 18.225 0.06
H 1.752 7.938 18.993 0.06
H 3.328 7.684 19.799 0.08
H 1.997 10.424 19.301 0.10
H 0.947 10.616 21.225 0.07
H 1.362 8.933 21.922 0.09
H 0.358 9.113 20.611 0.05
H 4.282 10.170 20.229 0.10
C 2.698 11.124 13.679 -0.03
C 1.261 10.591 13.564 -0.47
C 1.077 9.261 14.295 -0.05
O 0.255 11.508 13.940 -0.07
H 3.403 10.295 13.728 0.08
H 2.843 11.834 14.493 0.06
H 2.897 11.669 12.756 0.07
H 0.914 10.407 12.548 0.13
H 0.017 9.009 14.295 0.08
H 1.508 9.127 15.287 0.07
H 1.550 8.451 13.739 0.08
H 0.429 12.420 13.695 0.10
C -0.084 11.235 17.363 -0.04
C -0.890 11.501 18.666 -0.42
C -0.584 12.866 19.167 -0.07
O -2.325 11.351 18.362 -0.06
H 0.970 11.225 17.641 0.05
H -0.212 11.894 16.505 0.07
H -0.399 10.228 17.090 0.08
H -0.579 10.731 19.372 0.11
H -0.559 13.469 18.259 0.09
H 0.333 12.978 19.746 0.07
H -1.261 13.293 19.906 0.07
H -2.370 11.862 17.550 0.05
C -3.863 11.442 14.407 -0.18
O -2.785 11.416 15.283 -0.11
H -4.697 10.814 14.720 0.07
H -4.342 12.409 14.258 0.08
H -3.581 11.078 13.419 0.08
H -1.954 11.768 14.956 0.05
C -5.359 11.127 17.834 -0.14
O -6.537 11.276 18.647 -0.13
H -4.526 11.467 18.450 0.04
H -5.100 10.186 17.349 0.08
H -5.444 11.926 17.098 0.08
H -7.326 11.228 18.103 0.07
C -1.485 7.382 18.355 -0.17
O -2.708 7.597 17.667 -0.11
H -0.771 7.070 17.593 0.08
H -1.032 8.156 18.974 0.05
H -1.547 6.504 18.998 0.07
H -3.491 7.660 18.218 0.08
O 2.646 12.814 21.520 -0.05
H 3.046 12.101 21.023 -0.01
H 3.032 13.609 21.152 0.02
O -3.246 14.641 18.147 -0.05
H -2.460 14.186 18.451 -0.03
H -3.805 14.698 18.922 0.01
O -4.325 13.334 20.573 -0.04
H -5.037 13.035 21.138 0.05
H -4.046 12.549 20.101 0.01
```

Its molar mass is 450.65 g mol⁻¹. For the LUMO energy, the calculation gives 0.2992 eV. The total energy comes out at -1548.0805 hartree. The HOMO-LUMO gap is 10.2 eV. Its structure (SMILES) is CC(C)O.CC(C)O.CC(C)O.CC(C)O.CC(C)O.CO.CO.CO.O.O.O. The calculation puts the energy above the lowest of the compared OMol25 structures with the same formula, charge and spin at 95.9 kcal/mol. The max |F| is 2.85 eV/A.


Question: Among the records above, which one has the highest energy above the lowest of the compared OMol25 structures with the same formula, charge and spin?
Answer: C18H56O10


Question: Look up the molar mass of the first one.
Answer: 432.64 g mol⁻¹


Question: The highest max |F| belongs to which entry?
Answer: C18H56O10


Question: Which value of energy above the lowest of the compared OMol25 structures with the same formula, charge and spin does entry 1 give?
Answer: 98.8 kcal/mol